No. 1
Molecular formula: C4H16NO3
Method: DFT, ωB97M-V/def2-TZVPD

Computed properties:
**HOMO-LUMO gap (spin up / spin down)**: 11.12 / 4.11 eV
**Expectation value of S²**: 0.755
**LUMO (spin up / spin down)**: -7.2 / -14.2 eV
**Relative energy (zero: lowest compared OMol25 entry of this formula, charge and spin)**: 300.2 kJ/mol

ORCA input file:
```
! wB97M-V def2-TZVPD RIJCOSX def2/J DEFGRID3
* xyz 2 2
C -1.30316 -0.02988 0.83167
C -0.18789 0.79006 0.26260
C -0.21564 1.02261 -1.29530
C -0.50387 -0.36401 -2.06238
O 0.98525 1.72125 -1.59928
N 1.20148 0.01102 0.48456
H -2.19154 0.50485 1.26311
H -1.80275 -0.78114 0.16368
H -0.89191 -0.65266 1.63484
H 0.10975 1.86116 0.70966
H -0.97348 1.77045 -1.60042
H 0.36399 -1.11727 -1.94949
H -1.33182 -0.88121 -1.47979
H -0.78907 -0.17909 -2.97787
H 1.63713 1.15848 -2.02098
H 1.94124 0.56347 -0.01484
H 1.44229 0.18601 1.50015
H 1.19481 -0.94311 0.13557
H 1.01185 1.78688 3.62181
H 1.03195 2.71280 2.38972
O 1.09449 1.75589 2.58910
H -0.15794 -4.24662 -0.23561
H -1.32108 -3.34390 -0.06572
O -0.34407 -3.30603 -0.28478
*
```

Here are the Mulliken charges for atoms 1 to 4, given in e: -1.17 0.56 0.05 -1.15

No. 2
Molecular formula: CH6ClNO5P2Sr
Method: DFT, ωB97M-V/def2-TZVPD

Computed properties:
**HOMO-LUMO gap**: 7.63 eV
**LUMO**: -8.7 eV

ORCA input file:
```
! wB97M-V def2-TZVPD RIJCOSX def2/J DEFGRID3
* xyz 2 1
N 2.77224 1.18188 0.58218
C 1.99864 0.76052 -0.50126
O 1.52632 -0.67580 -0.38180
P 0.05037 -1.10562 -0.40558
O -0.51576 -1.52446 -1.70510
O -0.15447 -2.13291 0.76476
O -0.91847 0.12943 0.06947
P -2.44178 -0.32336 0.38214
O -3.12615 1.17265 -0.06722
Cl -2.67907 -0.38712 2.32639
H 2.29221 1.05841 1.46584
H 3.63628 0.65543 0.63475
H 1.15619 1.42675 -0.66679
H 2.61950 0.77265 -1.39067
H 0.56533 -2.78257 0.83280
H -3.94366 1.31906 0.44089
Sr -2.83769 0.45505 -2.38080
*
```

Here are the Mulliken charges for atoms 1 to 4, given in e: -0.54 -0.28 -0.23 1.01